DFT (ωB97M-V with the def2-TZVPD basis set) results for a 12-piece molecular cluster, C84H184N8O12 overall.

## Properties
- total charge = 0
- ΔE to the lowest compared entry with this formula, charge and spin (kJ/mol) = 307.1
- SMILES = CC1(C)CCCC(C)(C)N1O.CC1(C)CCCC(C)(C)N1O.CC1(C)CCCC(C)(C)N1O.CC1(C)CCCC(C)(C)N1O.CC1(C)CCCC(C)(C)N1O.CC1(C)CCCC(C)(C)N1O.CC1(C)CCCC(C)(C)N1O.CC1(C)CCCC(C)(C)N1O.CC(C)O.CC(C)O.CC(C)O.CC(C)O
- E (eV) = -126569.0613
- strongest force on any atom (eV Å⁻¹) = 3.58

Geometry (Å):
1 C -6.690 -11.183 31.691
2 C -6.124 -9.754 31.696
3 C -6.707 -8.923 32.841
4 C -4.523 -9.733 31.906
5 C -3.708 -10.053 30.575
6 C -4.307 -9.329 29.425
7 C -5.887 -9.389 29.204
8 C -6.299 -8.307 28.244
9 C -6.433 -10.754 28.686
10 N -6.479 -9.043 30.508
11 O -7.878 -9.123 30.340
12 H -6.095 -12.004 31.266
13 H -6.887 -11.472 32.740
14 H -7.621 -11.134 31.157
15 H -6.609 -9.425 33.802
16 H -6.347 -7.859 32.828
17 H -7.810 -8.983 32.758
18 H -4.278 -8.743 32.324
19 H -4.241 -10.351 32.721
20 H -2.698 -9.710 30.777
21 H -3.692 -11.161 30.428
22 H -3.903 -9.709 28.548
23 H -4.081 -8.247 29.365
24 H -7.313 -8.477 27.916
25 H -5.638 -8.396 27.315
26 H -6.185 -7.336 28.761
27 H -5.866 -11.528 29.162
28 H -6.184 -10.809 27.619
29 H -7.441 -10.827 29.067
30 H -8.161 -8.295 30.712
31 C 3.934 -8.561 22.037
32 C 2.674 -7.755 21.837
33 C 2.409 -7.932 20.260
34 C 1.529 -8.353 22.531
35 C 1.314 -7.943 23.930
36 C 1.208 -6.436 24.103
37 C 2.500 -5.731 23.438
38 C 2.289 -4.207 23.277
39 C 3.708 -6.064 24.253
40 N 2.611 -6.345 22.110
41 O 3.619 -5.636 21.298
42 H 4.330 -8.706 23.052
43 H 3.779 -9.480 21.497
44 H 4.741 -8.189 21.414
45 H 3.203 -7.342 19.769
46 H 2.459 -8.938 19.960
47 H 1.445 -7.478 20.016
48 H 0.593 -8.070 21.979
49 H 1.615 -9.453 22.514
50 H 0.407 -8.364 24.424
51 H 2.088 -8.358 24.653
52 H 1.327 -6.199 25.136
53 H 0.297 -6.053 23.659
54 H 1.333 -3.945 22.846
55 H 3.125 -3.815 22.750
56 H 2.416 -3.838 24.311
57 H 3.624 -5.702 25.265
58 H 4.662 -5.667 23.789
59 H 3.772 -7.114 24.262
60 H 4.457 -5.869 21.683
61 C 1.117 -14.062 31.746
62 C 1.634 -14.166 30.261
63 C 3.118 -14.389 30.412
64 C 1.077 -15.310 29.542
65 C -0.366 -15.114 29.132
66 C -0.472 -13.895 28.192
67 C 0.125 -12.630 28.845
68 C 0.377 -11.568 27.804
69 C -0.947 -12.137 29.906
70 N 1.478 -12.931 29.358
71 O 1.794 -11.785 30.166
72 H 1.596 -13.177 32.177
73 H 0.038 -13.935 31.903
74 H 1.458 -14.912 32.343
75 H 3.691 -13.537 30.871
76 H 3.301 -15.333 30.929
77 H 3.467 -14.446 29.373
78 H 1.658 -15.486 28.567
79 H 1.276 -16.217 30.086
80 H -0.836 -15.992 28.749
81 H -0.961 -14.822 29.976
82 H -1.480 -13.673 27.989
83 H 0.024 -14.148 27.167
84 H -0.611 -11.454 27.239
85 H 1.127 -11.773 27.056
86 H 0.528 -10.584 28.178
87 H -1.908 -11.848 29.315
88 H -0.606 -11.328 30.607
89 H -1.284 -12.920 30.595
90 H 2.609 -11.446 29.773
91 C 6.236 -6.870 32.986
92 C 7.405 -6.918 34.025
93 C 7.673 -8.393 34.216
94 C 8.700 -6.204 33.650
95 C 8.582 -4.727 33.651
96 C 8.182 -4.255 35.043
97 C 7.039 -5.000 35.672
98 C 6.982 -4.788 37.131
99 C 5.747 -4.275 35.087
100 N 7.138 -6.414 35.387
101 O 6.145 -7.155 36.078
102 H 5.465 -7.566 33.298
103 H 5.753 -5.897 32.944
104 H 6.632 -7.309 32.076
105 H 8.074 -8.818 33.272
106 H 8.371 -8.479 35.026
107 H 6.772 -8.945 34.436
108 H 9.455 -6.582 34.352
109 H 8.790 -6.488 32.635
110 H 9.492 -4.219 33.349
111 H 7.770 -4.454 33.000
112 H 7.869 -3.165 35.069
113 H 9.053 -4.330 35.694
114 H 7.873 -5.089 37.636
115 H 6.090 -5.276 37.526
116 H 6.938 -3.708 37.218
117 H 5.679 -4.322 33.993
118 H 5.816 -3.224 35.147
119 H 4.845 -4.681 35.544
120 H 5.212 -6.928 35.836
121 C -3.982 -4.094 30.529
122 C -3.634 -4.165 32.072
123 C -4.605 -5.150 32.737
124 C -2.163 -4.656 32.206
125 C -1.141 -3.592 31.737
126 C -1.393 -2.376 32.574
127 C -2.788 -1.818 32.437
128 C -3.025 -0.720 33.502
129 C -2.897 -1.192 30.935
130 N -3.726 -2.893 32.637
131 O -5.039 -2.361 32.486
132 H -4.446 -5.028 30.072
133 H -4.826 -3.335 30.410
134 H -3.176 -3.720 29.902
135 H -4.491 -4.973 33.856
136 H -5.681 -5.056 32.507
137 H -4.257 -6.160 32.520
138 H -1.966 -5.015 33.203
139 H -2.000 -5.505 31.582
140 H -0.148 -4.010 31.865
141 H -1.307 -3.451 30.690
142 H -0.689 -1.531 32.458
143 H -1.092 -2.655 33.596
144 H -3.882 -0.076 33.239
145 H -2.123 -0.196 33.570
146 H -3.332 -1.211 34.415
147 H -3.938 -0.818 30.810
148 H -2.651 -1.896 30.165
149 H -2.136 -0.446 30.959
150 H -5.391 -2.348 33.388
151 C 4.138 -4.928 30.952
152 C 3.730 -5.855 29.784
153 C 3.677 -5.184 28.438
154 C 4.805 -6.947 29.811
155 C 4.371 -8.216 29.070
156 C 2.958 -8.716 29.489
157 C 1.871 -7.647 29.450
158 C 1.426 -7.380 27.987
159 C 0.720 -8.297 30.279
160 N 2.491 -6.561 30.209
161 O 1.518 -5.523 30.415
162 H 5.045 -4.358 30.763
163 H 3.352 -4.192 31.175
164 H 4.254 -5.445 31.902
165 H 3.776 -5.958 27.674
166 H 2.806 -4.583 28.368
167 H 4.432 -4.400 28.485
168 H 5.727 -6.456 29.434
169 H 4.940 -7.224 30.886
170 H 4.408 -8.082 27.992
171 H 5.176 -8.903 29.333
172 H 2.914 -9.174 30.463
173 H 2.521 -9.517 28.757
174 H 1.121 -6.315 27.852
175 H 0.513 -7.939 27.784
176 H 2.176 -7.664 27.275
177 H -0.115 -7.679 30.505
178 H 1.049 -8.651 31.212
179 H 0.338 -9.147 29.734
180 H 1.164 -5.141 29.605
181 C 2.853 -14.049 23.576
182 C 3.579 -14.722 24.828
183 C 2.687 -15.852 25.265
184 C 5.045 -15.313 24.514
185 C 6.055 -14.285 24.178
186 C 6.322 -13.430 25.463
187 C 4.974 -12.805 25.864
188 C 5.118 -12.312 27.295
189 C 4.744 -11.571 25.029
190 N 3.852 -13.798 25.952
191 O 2.658 -13.067 26.326
192 H 2.364 -14.802 22.977
193 H 2.044 -13.422 23.930
194 H 3.516 -13.591 22.893
195 H 1.719 -15.501 25.642
196 H 2.586 -16.452 24.381
197 H 3.197 -16.367 26.062
198 H 5.372 -15.862 25.462
199 H 4.975 -16.030 23.742
200 H 6.994 -14.690 23.869
201 H 5.703 -13.702 23.299
202 H 7.009 -12.621 25.350
203 H 6.750 -14.111 26.157
204 H 4.635 -13.018 28.024
205 H 4.628 -11.335 27.525
206 H 6.195 -12.207 27.571
207 H 3.916 -11.063 25.460
208 H 4.572 -11.756 23.996
209 H 5.756 -11.046 25.066
210 H 2.476 -13.215 27.278
211 C 5.642 -11.711 34.450
212 C 4.122 -11.304 34.235
213 C 3.907 -10.789 32.769
214 C 3.262 -12.480 34.461
215 C 1.740 -12.098 34.498
216 C 1.451 -11.035 35.557
217 C 2.373 -9.837 35.420
218 C 1.895 -8.962 34.205
219 C 2.275 -9.087 36.775
220 N 3.786 -10.291 35.349
221 O 4.580 -9.069 35.210
222 H 5.871 -12.535 33.761
223 H 6.293 -10.903 34.176
224 H 5.921 -11.875 35.538
225 H 4.568 -9.952 32.395
226 H 4.153 -11.559 32.094
227 H 2.868 -10.513 32.719
228 H 3.528 -13.073 33.571
229 H 3.535 -13.022 35.349
230 H 1.419 -11.746 33.526
231 H 1.161 -12.980 34.809
232 H 1.659 -11.412 36.511
233 H 0.335 -10.638 35.482
234 H 2.739 -8.368 33.920
235 H 1.167 -8.199 34.526
236 H 1.492 -9.644 33.414
237 H 1.267 -8.731 36.982
238 H 2.909 -8.178 36.729
239 H 2.656 -9.676 37.607
240 H 5.310 -9.105 35.863
241 C 2.260 -3.443 34.250
242 C 1.974 -4.987 34.188
243 C 1.453 -5.434 35.576
244 O 1.009 -5.458 33.227
245 H 1.257 -2.999 34.669
246 H 2.434 -2.815 33.364
247 H 3.031 -3.239 35.005
248 H 2.986 -5.400 34.046
249 H 1.744 -6.469 35.654
250 H 0.428 -5.231 35.713
251 H 1.950 -4.893 36.388
252 H 1.325 -5.693 32.319
253 C -0.898 -2.458 27.236
254 C 0.411 -3.013 27.838
255 C 0.959 -2.156 28.878
256 O 0.104 -4.309 28.417
257 H -1.774 -2.489 27.953
258 H -1.222 -2.982 26.397
259 H -0.811 -1.391 27.008
260 H 1.110 -3.135 27.036
261 H 1.895 -2.596 29.298
262 H 0.153 -2.103 29.610
263 H 1.224 -1.157 28.471
264 H -0.571 -4.693 27.849
265 C 5.687 0.341 31.384
266 C 5.711 -0.464 32.702
267 C 7.151 -0.647 33.003
268 O 4.906 0.160 33.676
269 H 6.213 1.298 31.454
270 H 4.632 0.527 31.168
271 H 6.209 -0.335 30.594
272 H 5.318 -1.474 32.457
273 H 7.740 0.262 32.992
274 H 7.526 -1.410 32.303
275 H 7.215 -0.964 34.057
276 H 5.384 0.936 33.941
277 C -3.902 -6.059 26.649
278 C -2.784 -7.074 26.965
279 C -2.005 -7.802 25.824
280 O -1.721 -6.497 27.811
281 H -4.587 -6.151 27.495
282 H -4.415 -6.433 25.752
283 H -3.495 -5.100 26.440
284 H -3.328 -7.865 27.553
285 H -2.799 -8.148 25.158
286 H -1.552 -8.667 26.277
287 H -1.294 -7.086 25.406
288 H -2.020 -6.605 28.701